[1]
27
Properties=species:S:1:pos:R:3 method="wB97M-V/def2-TZVPD" e_homo_ha=-0.321 mol_weight_g_mol=130.23 multiplicity=1 gap_ev=9.5450 de_lowest_kcal_mol=36.3 smiles="C=C(C)O.CCC(C)C" max_force_ha_per_bohr=0.0596
C -1.19 -2.27 -0.34
C -1.70 -1.32 0.47
C -2.88 -0.46 0.13
O -1.10 -1.06 1.67
H -0.60 -3.07 0.07
H -1.79 -2.61 -1.17
H -2.62 0.60 0.16
H -3.28 -0.71 -0.85
H -3.67 -0.62 0.87
H -1.38 -0.20 1.99
C -0.29 2.19 0.05
C 0.25 0.95 -0.65
C 1.53 0.30 0.14
C 2.78 1.06 -0.30
C 1.67 -1.17 -0.06
H -1.14 2.60 -0.48
H 0.48 2.96 0.11
H -0.62 1.95 1.06
H -0.55 0.25 -0.87
H 0.64 1.22 -1.64
H 1.35 0.50 1.21
H 2.65 2.13 -0.21
H 3.64 0.76 0.30
H 3.00 0.84 -1.34
H 0.98 -1.55 -0.94
H 2.69 -1.52 -0.06
H 1.16 -1.75 0.70

=====

[2]
38
Properties=species:S:1:pos:R:3 method="wB97M-V/def2-TZVPD" e_homo_ha=-0.092 mol_weight_g_mol=355.61 multiplicity=1 gap_ev=6.9522 de_lowest_kcal_mol=0.0 charge=-2 max_force_ha_per_bohr=0.0263
Zn -0.62 -0.08 -0.04
C -2.39 3.86 -0.39
C -2.65 2.48 0.23
O -1.82 1.58 -0.11
O -3.63 2.39 0.96
H -1.49 3.89 -1.02
H -2.24 4.63 0.36
H -3.20 4.17 -1.06
C -0.18 -0.86 4.13
C -1.31 -0.68 3.10
O -0.90 -0.73 1.89
O -2.47 -0.57 3.50
H -0.49 -0.41 5.08
H 0.73 -0.41 3.75
H -0.03 -1.93 4.30
C 2.99 0.77 -1.35
C 2.15 1.55 -0.33
O 2.50 2.70 -0.03
O 1.15 0.92 0.12
H 3.63 1.45 -1.92
H 2.32 0.26 -2.04
H 3.60 0.02 -0.85
C 0.74 -2.82 -2.68
C 1.14 -2.65 -1.20
O 2.11 -3.30 -0.81
O 0.41 -1.84 -0.55
H 1.11 -3.73 -3.14
H 1.10 -1.96 -3.26
H -0.35 -2.83 -2.83
O -0.59 0.20 -2.24
H -0.90 -0.48 -2.84
H -0.08 0.82 -2.76
O 2.70 -1.01 1.86
H 2.10 -0.69 1.16
H 2.89 -0.21 2.35
O -2.37 -1.28 -0.48
H -2.51 -2.12 -0.93
H -3.16 -1.09 0.04

=====

[3]
28
Properties=species:S:1:pos:R:3 method="wB97M-V/def2-TZVPD" e_homo_ha=-0.349 mol_weight_g_mol=146.23 multiplicity=1 gap_ev=10.5308 de_lowest_kcal_mol=35.5 smiles=C1COCCO1.CCCC max_force_ha_per_bohr=0.0112
C 0.07 2.61 -0.26
C 1.30 1.97 -0.86
O 1.76 0.89 -0.04
C 2.03 1.38 1.27
C 0.79 2.02 1.87
O 0.34 3.10 1.05
H -0.76 1.88 -0.23
H -0.27 3.48 -0.86
H 2.10 2.72 -0.97
H 1.09 1.55 -1.86
H 2.36 0.51 1.87
H 2.86 2.11 1.24
H -0.01 1.27 1.98
H 1.00 2.44 2.87
C -2.29 -1.66 0.96
C -1.02 -2.13 0.24
C -1.07 -1.86 -1.26
C 0.20 -2.33 -1.98
H -2.23 -1.87 2.04
H -3.17 -2.18 0.55
H -2.42 -0.57 0.82
H -0.14 -1.62 0.68
H -0.89 -3.22 0.41
H -1.95 -2.37 -1.69
H -1.20 -0.77 -1.42
H 0.33 -3.42 -1.83
H 1.08 -1.81 -1.56
H 0.14 -2.12 -3.06

=====

[4]
31
Properties=species:S:1:pos:R:3 method="wB97M-V/def2-TZVPD" e_homo_ha="-0.299 / -0.285" mol_weight_g_mol=242.43 multiplicity=1 gap_ev="7.3358 / 5.3535" de_lowest_kcal_mol=16.8 max_force_ha_per_bohr=0.0696
C 1.88 -1.26 -0.74
C 4.23 -1.39 -0.10
C 2.49 -0.68 1.63
C -2.15 -0.73 -1.15
C -3.74 0.62 0.29
C -2.42 1.69 -1.63
C 2.95 -0.70 0.20
C -2.51 0.65 -0.58
O -0.91 0.12 1.70
O 0.11 1.41 -0.07
S 3.16 1.10 -0.45
S -1.06 1.30 0.87
S 4.87 1.20 -1.34
H 0.89 -0.76 -0.58
H 2.23 -1.14 -1.78
H 1.90 -2.28 -0.40
H 4.35 -2.40 0.43
H 5.12 -0.86 0.30
H 4.30 -1.36 -1.23
H 2.28 -1.71 1.98
H 3.25 -0.28 2.33
H 1.59 -0.04 1.58
H -2.78 -1.37 -0.53
H -2.28 -0.94 -2.28
H -1.10 -0.94 -1.01
H -4.49 0.33 -0.45
H -4.00 1.67 0.57
H -3.75 0.03 1.23
H -2.66 2.73 -1.31
H -1.42 1.75 -2.14
H -2.97 1.13 -2.49

=====

[5]
33
Properties=species:S:1:pos:R:3 method="wB97M-V/def2-TZVPD" e_homo_ha=-0.323 mol_weight_g_mol=258.36 multiplicity=1 gap_ev=9.3211 de_lowest_kcal_mol=0.0 max_force_ha_per_bohr=0.0407
C -1.35 -3.78 -0.81
C -0.72 -2.41 -0.72
C 0.64 -2.39 0.00
O 1.47 -1.60 -0.85
C 0.83 -1.35 -2.02
O 1.27 -0.69 -2.90
O -0.38 -1.96 -2.04
H -0.84 -4.38 -1.57
H -2.39 -3.70 -1.10
H -1.36 -4.28 0.16
H -1.43 -1.73 -0.24
H 0.93 -3.44 0.13
H 0.57 -1.97 1.00
C 1.30 0.51 2.31
S -0.42 0.75 2.64
O -1.04 -0.58 2.40
C -0.33 0.94 4.42
H 1.99 1.34 2.49
H 1.47 0.10 1.32
H 1.69 -0.21 3.04
H -1.32 0.97 4.84
H 0.26 1.84 4.63
H 0.27 0.11 4.81
C -0.28 1.96 -1.15
S -0.75 3.54 -1.85
O 0.04 4.57 -1.14
C 0.05 3.28 -3.42
H 0.80 1.90 -1.12
H -0.66 1.19 -1.84
H -0.87 1.74 -0.26
H -0.38 4.02 -4.09
H -0.15 2.27 -3.78
H 1.11 3.47 -3.30

=====

[6]
27
Properties=species:S:1:pos:R:3 method="wB97M-V/def2-TZVPD" e_homo_ha=-0.317 mol_weight_g_mol=142.32 multiplicity=1 gap_ev=9.4613 de_lowest_kcal_mol=0.0 max_force_ha_per_bohr=0.0778
C -2.36 1.87 -0.23
C -1.66 0.87 0.28
C 0.17 0.81 2.26
C 0.57 1.93 -0.22
C 2.25 -1.24 0.02
C -0.59 -2.42 0.30
C 0.17 -0.86 -2.28
C -0.20 0.74 0.31
Si 0.41 -0.94 -0.38
H -3.44 1.88 -0.20
H -1.91 2.73 -0.70
H -2.20 0.05 0.74
H 1.24 0.88 2.33
H -0.23 -0.09 2.68
H -0.35 1.70 2.57
H 1.63 1.81 -0.05
H 0.41 2.03 -1.29
H 0.24 2.85 0.26
H 2.40 -1.40 1.08
H 2.62 -2.12 -0.50
H 2.88 -0.40 -0.28
H -0.46 -2.54 1.37
H -1.66 -2.31 0.11
H -0.27 -3.34 -0.18
H 0.73 -1.63 -2.80
H -0.88 -0.97 -2.54
H 0.50 0.10 -2.67

=====

[7]
28
Properties=species:S:1:pos:R:3 method="wB97M-V/def2-TZVPD" e_homo_ha="-0.284 / -0.269" mol_weight_g_mol=170.40 multiplicity=1 gap_ev="7.3140 / 6.8981" de_lowest_kcal_mol=134.9 max_force_ha_per_bohr=0.0704
C -4.81 0.52 0.34
C 1.57 -2.43 -1.03
C -3.80 -0.22 0.86
C 1.78 -1.11 -1.05
C -2.08 0.62 -1.47
C 3.52 -0.24 1.38
C 2.18 1.77 -0.52
C 0.38 0.27 1.58
Si -2.18 -0.57 0.01
Si 1.91 0.16 0.38
H -5.81 0.78 0.73
H -4.65 1.06 -0.61
H 1.66 -2.98 -1.90
H 1.36 -2.94 -0.07
H -3.99 -0.82 1.71
H 1.57 -0.61 -2.01
H -1.04 0.54 -1.94
H -2.74 0.42 -2.30
H -2.47 1.51 -1.01
H 4.43 -0.44 0.71
H 3.94 0.54 2.17
H 3.30 -1.13 1.89
H 3.32 2.06 -0.74
H 1.80 1.60 -1.52
H 1.92 2.68 0.12
H 0.31 1.34 2.01
H 0.25 -0.45 2.52
H -1.61 -1.94 -0.25

=====

[8]
34
Properties=species:S:1:pos:R:3 method="wB97M-V/def2-TZVPD" e_homo_ha=-0.191 mol_weight_g_mol=332.95 multiplicity=1 gap_ev=8.0198 charge=-1 max_force_ha_per_bohr=0.0103
C 0.41 -2.47 -0.40
C -0.79 -1.78 0.30
B -1.89 -1.25 -0.73
O -1.34 -0.29 -1.70
O -2.59 -2.34 -1.54
C -3.95 -2.31 -1.18
C -4.12 -0.86 -0.75
I -6.01 -0.52 0.27
O -3.05 -0.61 0.04
H 0.32 -2.41 -1.49
H 1.36 -2.02 -0.13
H 0.48 -3.53 -0.14
H -0.42 -0.92 0.86
H -1.23 -2.47 1.03
H -1.42 -0.68 -2.57
H -4.12 -2.96 -0.30
H -4.61 -2.63 -1.99
H -4.17 -0.19 -1.61
C 0.69 1.76 1.91
O 1.38 0.87 1.06
C 1.54 1.34 -0.27
C 2.96 1.77 -0.54
O 3.36 2.90 0.24
C 4.07 2.55 1.40
H 0.71 1.33 2.91
H 1.17 2.75 1.94
H -0.35 1.88 1.60
H 0.85 2.17 -0.47
H 1.26 0.53 -0.95
H 3.06 2.05 -1.59
H 3.64 0.93 -0.35
H 5.07 2.17 1.15
H 3.55 1.79 1.99
H 4.18 3.46 2.00